No. 1
10
Properties=species:S:1:pos:R:3:forces:R:3:lowdin_charge:R:1 method="wB97M-V/def2-TZVPD" homo_ev=-9.94
N 1.1457 -0.9842 -3.3354 1.3 -1.3 0.1 0.165
C 0.7592 -0.5242 -2.2889 -1.5 1.1 0.8 -0.255
N 0.1600 0.1317 -1.4454 0.6 0.0 0.7 0.210
C 0.0409 0.0773 -0.0439 -0.8 -0.2 -0.9 -0.539
O 0.2394 -0.8925 0.6166 0.4 -0.2 0.1 0.126
O -0.5122 1.2336 0.4392 0.2 -1.1 -2.0 -0.068
N -0.4759 1.2198 1.8210 -0.4 0.3 1.9 0.026
H 1.7006 -1.8569 -3.2804 -0.5 0.8 -0.4 0.105
H -1.3694 0.8264 2.2478 1.3 1.1 -1.1 0.131
H -0.3074 2.2178 1.9625 -0.7 -0.5 0.9 0.100

---

No. 2
17
Properties=species:S:1:pos:R:3:forces:R:3:lowdin_charge:R:1 method="wB97M-V/def2-TZVPD" homo_ev=-9.56
C -0.5623 -2.1660 1.5385 -1.0 -0.8 0.0 -0.043
C 0.4325 -1.5117 0.9942 -1.4 3.5 -3.3 -0.015
C -1.2981 0.5830 0.4509 -1.7 -2.3 -3.3 -0.590
C 0.8585 1.4306 -1.6665 0.0 2.7 2.0 -0.107
C -0.2344 -0.2261 -0.3373 2.0 -0.5 4.9 -0.145
N 0.9371 0.6261 -0.5002 1.1 -3.2 1.2 -0.172
O -0.8469 1.5990 1.1144 2.1 -0.2 1.0 0.120
O -2.4654 0.2899 0.2361 0.7 0.6 1.1 0.067
H -0.4108 -3.0325 2.2105 -0.2 0.8 -0.2 0.065
H -1.6260 -1.8823 1.2080 1.7 -0.7 0.6 0.093
H 1.5276 -1.3379 1.0769 -1.0 -0.8 0.2 0.081
H -0.1267 1.9031 -1.5518 0.3 0.4 -0.6 0.102
H 1.6559 2.1977 -1.5963 -0.5 -0.2 -0.4 0.102
H 0.9065 0.9313 -2.5591 0.1 -1.4 -2.4 0.053
H -0.6332 -0.7095 -1.1971 -0.3 -0.5 -0.6 0.121
H 1.7273 -0.0661 -0.4713 -0.6 1.5 -0.5 0.119
H 0.1585 1.3714 1.0503 -1.2 1.2 0.0 0.149

---

No. 3
63
Properties=species:S:1:pos:R:3:forces:R:3:lowdin_charge:R:1 method="wB97M-V/def2-TZVPD" total_charge=-1 spin_multiplicity=8 homo_ev="-1.67 / -1.26" s2=16.14
Gd 0.0056 0.9484 0.6055 1.0 -2.1 -0.9 1.578
C -2.7198 1.4787 2.6139 0.1 0.7 -0.5 -0.166
C -1.5247 1.4140 3.5400 0.0 2.1 1.4 -0.205
O -0.5946 0.4584 3.1485 -0.6 -0.3 -0.7 -0.218
C 0.5416 0.2077 3.9706 -0.5 0.7 0.9 -0.164
C 1.1897 -0.9861 3.3764 0.5 -0.2 -1.2 -0.163
O 1.2963 -0.6562 1.9755 0.2 -0.1 1.3 -0.286
C 1.6582 -1.7025 1.1131 2.3 -2.2 0.2 -0.333
C 0.8503 -2.9650 1.2332 0.4 0.2 -0.2 -0.218
O -0.4820 -2.4634 1.4592 -1.4 -1.2 -0.5 -0.173
C -1.5969 -3.1940 0.8906 0.7 1.4 0.0 -0.154
C -1.8523 -2.9193 -0.6132 2.1 0.4 -0.6 -0.147
O -1.8002 -1.5298 -1.0173 -0.4 -0.3 1.8 -0.169
C -2.3860 -1.1956 -2.2354 -0.4 -1.6 -0.6 -0.235
C -2.2346 0.2596 -2.5817 0.4 1.6 -0.6 -0.149
O -1.9654 1.0756 -1.4088 0.1 -0.4 -1.3 -0.231
C -2.8454 2.1433 -0.9972 0.2 -1.2 -0.9 -0.126
C -3.3835 1.6125 0.3293 -0.3 0.3 1.2 -0.128
O -2.2547 1.4978 1.2580 -1.6 0.2 -0.2 -0.294
H -3.3175 2.3995 2.8032 0.7 -0.2 0.1 0.141
H -3.4403 0.6939 2.7397 -0.2 -1.0 0.1 0.118
H -1.8849 1.2988 4.5941 0.1 -0.4 -0.6 0.139
H -1.0902 2.4466 3.5545 0.2 -0.7 -0.3 0.144
H 0.1253 -0.0660 4.9605 0.6 0.5 0.0 0.137
H 1.2382 1.0804 3.9598 -0.7 -0.4 0.2 0.142
H 0.5683 -1.8780 3.4786 -0.1 0.1 0.0 0.118
H 2.1827 -1.2086 3.8034 -0.2 0.3 -0.1 0.141
H 2.7768 -1.8928 1.1567 -0.9 0.0 0.2 0.125
H 1.5157 -1.1825 -0.0953 0.0 0.5 0.4 -0.077
H 1.2144 -3.6759 2.0451 -1.0 0.3 -0.5 0.110
H 0.9335 -3.4815 0.2308 -0.1 0.2 0.9 0.125
H -2.4856 -2.8883 1.4209 -0.2 0.4 0.5 0.108
H -1.5045 -4.2638 1.0942 0.2 -0.2 -0.4 0.121
H -2.7953 -3.3693 -0.8917 -0.3 -0.3 -0.2 0.114
H -0.9869 -3.3740 -1.1408 -0.7 -0.2 -0.1 0.126
H -3.4687 -1.4201 -2.2684 0.1 -0.2 0.5 0.118
H -1.9573 -1.8142 -3.0615 0.0 0.4 0.4 0.136
H -3.1615 0.5677 -3.1092 0.1 0.1 0.6 0.120
H -1.4774 0.3931 -3.3975 0.1 0.1 1.3 0.133
H -3.5943 2.3487 -1.8199 0.4 -0.2 1.2 0.143
H -2.1790 3.0094 -0.8716 -0.4 0.0 0.3 0.123
H -3.8476 0.5987 0.2954 0.3 0.6 -0.6 0.142
H -4.1209 2.2662 0.8419 0.3 0.0 -0.6 0.127
C 3.7849 -1.2748 -3.2652 -0.4 0.1 -0.9 -0.260
Ge 2.7502 0.0387 -2.2097 -0.6 0.9 -0.2 0.671
C 2.0756 0.9796 -3.8073 0.3 -1.1 -1.3 -0.265
C 4.2256 1.1122 -1.4451 0.0 -0.6 1.2 -0.232
C 1.2459 -0.3932 -1.1006 0.0 -0.4 -1.2 -0.415
H 3.9929 -0.6903 -4.2164 -0.2 -1.0 1.0 0.012
H 3.0849 -2.1123 -3.4632 0.7 0.2 -0.2 0.003
H 4.7363 -1.5937 -2.8496 0.0 -0.3 0.1 -0.011
H 1.5951 1.8751 -3.4953 -0.3 1.0 0.0 -0.018
H 1.3436 0.3713 -4.4129 0.6 0.4 0.8 0.018
H 2.9610 1.1103 -4.4703 -0.6 0.6 0.3 -0.002
H 3.8408 1.8347 -0.6857 0.4 -0.3 -0.7 0.014
H 4.8209 1.5908 -2.2367 -0.2 0.0 0.3 0.007
H 4.8668 0.3460 -0.9081 -0.5 0.9 -0.5 0.017
H 0.7242 -1.1981 -1.6821 -0.2 0.5 0.1 -0.040
O -0.5575 4.2832 0.8929 1.5 0.3 -0.5 -0.532
Se 1.0072 3.7538 0.6659 -0.5 -2.1 -0.2 0.865
O 0.8557 2.4808 -0.5651 0.5 3.1 0.6 -0.649
O 1.2379 2.6779 1.9833 0.0 0.9 -1.1 -0.594
O 2.2633 4.7358 0.2881 -1.4 -0.5 0.6 -0.483

---

No. 4
15
Properties=species:S:1:pos:R:3:forces:R:3:lowdin_charge:R:1 method="wB97M-V/def2-TZVPD" homo_ev=-8.75
C 0.8943 1.8012 0.6418 -2.2 -0.7 0.4 -0.381
S -0.8658 1.7807 1.4627 1.1 -0.2 -1.2 0.564
H 0.8547 1.6797 -0.4434 -0.3 0.5 0.1 0.011
H 1.2569 0.8415 0.9814 1.0 0.6 0.4 -0.028
H 1.2992 2.7511 0.9723 0.6 -0.4 -0.1 0.018
H -0.6338 2.9359 2.0444 -0.2 0.5 0.4 -0.214
O -0.4442 -0.2309 -2.4542 0.0 -0.3 -0.2 -0.058
H -0.3012 -0.8063 -3.2207 0.0 0.2 0.3 0.047
H -0.1288 0.6325 -2.7349 0.0 0.1 0.0 0.034
O -0.5278 -3.4610 -0.6127 0.8 -0.1 -0.3 -0.046
H -1.2880 -3.6590 -1.1570 -0.3 0.1 0.1 0.033
H -0.8340 -3.1498 0.2339 -0.4 0.1 0.3 0.029
O 1.7678 -0.9737 0.0337 0.3 -0.5 0.4 -0.078
H 1.8956 -1.7692 0.5836 -0.3 0.5 -0.6 0.057
H 0.8718 -1.0013 -0.3244 0.0 -0.3 -0.1 0.011

---

No. 5
6
Properties=species:S:1:pos:R:3:forces:R:3:lowdin_charge:R:1 method="wB97M-V/def2-TZVPD" homo_ev="-9.84 / -8.58"
C -0.7610 0.3297 -0.5147 1.1 -1.8 1.4 -0.844
F -1.5357 0.6570 0.5233 0.2 0.0 -1.4 0.053
F -1.0282 -0.9072 -1.0121 -0.4 1.9 0.0 0.000
F 1.8226 -0.0532 1.5065 -0.1 -0.8 -0.2 -0.612
S 1.4464 -1.5312 0.9107 0.0 1.1 0.2 0.647
Cl 0.0559 1.5049 -1.4136 -0.8 -0.4 0.0 0.756

---

Calculated ΔE to the lowest compared entry with this formula, charge and spin, 70.2, 77.4, 32.6, 19.4, 71.5 kcal/mol (same order as the records).